[1]
# CH6N2S

A 2-piece molecular cluster, CH6N2S overall in a non-equilibrium geometry (the ωB97M-V functional and the def2-TZVPD basis, OMol25).

## Properties
- E_LUMO (Ha) = 0.036
- net charge = 0
- DFT total energy (eV) = -14949.0762
- energy relative to the best compared isomer or geometry (same formula, charge and spin) (kJ/mol) = 49.3
- multiplicity = 1
- frontier orbital gap (eV) = 10.45
- SMILES = [H]/N=C/N.S

Last column: Mulliken charge in e.
Geometry (Å):
H  0.8844  2.1355  -0.6698  0.23
N  0.0165  1.9068  -0.2155  -0.64
C  -0.1030  1.8259  1.0231  0.08
N  -1.2488  1.2874  1.6060  -0.49
H  0.6396  1.9658  1.7799  0.31
H  -1.3134  1.4251  2.5998  0.23
H  -2.0393  1.4724  1.0016  0.27
S  1.0298  -3.4878  -2.5112  -0.29
H  1.2546  -4.5370  -3.3097  0.15
H  0.8795  -3.9940  -1.3042  0.14

[2]
# CH6N2S

A 2-piece molecular cluster, CH6N2S overall in a non-equilibrium geometry (the ωB97M-V functional and the def2-TZVPD basis, OMol25).

## Properties
- E_LUMO (Ha) = 0.037
- net charge = 0
- DFT total energy (eV) = -14947.7890
- energy relative to the best compared isomer or geometry (same formula, charge and spin) (kJ/mol) = 173.5
- multiplicity = 1
- frontier orbital gap (eV) = 10.13
- SMILES = [H]/N=C/N.S

Last column: Mulliken charge in e.
Geometry (Å):
H  -1.5089  -0.0808  -0.7127  0.22
N  -1.3347  0.8120  -1.1511  -0.66
C  -2.2992  1.6212  -1.1238  0.14
N  -1.9647  2.9880  -1.3327  -0.49
H  -3.3831  1.3859  -0.8316  0.26
H  -2.7862  3.4850  -1.0542  0.24
H  -1.0847  2.9399  -1.8122  0.29
S  4.4732  -4.5966  2.5193  -0.29
H  5.1462  -3.8839  1.6962  0.14
H  4.7422  -4.6707  3.8028  0.15

[3]
# CH6N2S2

A 2-piece molecular cluster, CH6N2S2 overall in a non-equilibrium geometry (the ωB97M-V functional and the def2-TZVPD basis, OMol25).

## Properties
- E_LUMO (Ha) = 0.014
- net charge = 0
- DFT total energy (eV) = -25784.3567
- energy relative to the best compared isomer or geometry (same formula, charge and spin) (kJ/mol) = 53.3
- multiplicity = 1
- frontier orbital gap (eV) = 9.22
- SMILES = [H]/N=C/N.SS

Last column: Mulliken charge in e.
Geometry (Å):
H  -2.7753  -2.1856  -1.0677  0.24
N  -1.7718  -2.1100  -0.9101  -0.66
C  -1.3176  -1.0615  -1.4651  0.17
N  0.0124  -0.7456  -1.3822  -0.46
H  -1.8353  -0.4764  -2.2272  0.27
H  0.3537  0.0080  -1.9478  0.22
H  0.5836  -1.5697  -1.2645  0.23
S  1.5211  0.8256  2.2713  -0.11
S  2.6164  2.3509  3.1994  -0.20
H  0.9465  1.6781  1.4410  0.15
H  1.6661  3.2861  3.3528  0.15

[4]
# CH6N2S2

A 2-piece molecular cluster, CH6N2S2 overall in a non-equilibrium geometry (the ωB97M-V functional and the def2-TZVPD basis, OMol25).

## Properties
- E_LUMO (Ha) = 0.017
- net charge = 0
- DFT total energy (eV) = -25784.0436
- energy relative to the best compared isomer or geometry (same formula, charge and spin) (kJ/mol) = 83.5
- multiplicity = 1
- frontier orbital gap (eV) = 10.11
- SMILES = [H]/N=C/N.SS

Last column: Mulliken charge in e.
Geometry (Å):
H  1.4749  1.3649  -0.5766  0.24
N  0.5824  1.2211  -1.1394  -0.62
C  0.5996  0.1126  -1.7754  0.09
N  -0.3109  -0.1184  -2.8068  -0.57
H  1.3906  -0.6509  -1.6925  0.32
H  -1.1028  -0.7424  -2.5303  0.24
H  -0.7395  0.7790  -3.1145  0.29
S  -1.4028  0.0134  3.3005  -0.15
S  0.0901  -1.0744  2.7128  -0.17
H  -1.8460  -0.4751  4.4787  0.15
H  1.2642  -0.4299  3.1436  0.16

Copy entry 4 word for word.
# CH6N2S2

A 2-piece molecular cluster, CH6N2S2 overall in a non-equilibrium geometry (the ωB97M-V functional and the def2-TZVPD basis, OMol25).

## Properties
- E_LUMO (Ha) = 0.017
- net charge = 0
- DFT total energy (eV) = -25784.0436
- energy relative to the best compared isomer or geometry (same formula, charge and spin) (kJ/mol) = 83.5
- multiplicity = 1
- frontier orbital gap (eV) = 10.11
- SMILES = [H]/N=C/N.SS

Last column: Mulliken charge in e.
Geometry (Å):
H  1.4749  1.3649  -0.5766  0.24
N  0.5824  1.2211  -1.1394  -0.62
C  0.5996  0.1126  -1.7754  0.09
N  -0.3109  -0.1184  -2.8068  -0.57
H  1.3906  -0.6509  -1.6925  0.32
H  -1.1028  -0.7424  -2.5303  0.24
H  -0.7395  0.7790  -3.1145  0.29
S  -1.4028  0.0134  3.3005  -0.15
S  0.0901  -1.0744  2.7128  -0.17
H  -1.8460  -0.4751  4.4787  0.15
H  1.2642  -0.4299  3.1436  0.16